(1)
C16H45N4O5Ti as an isolated structure at a distorted geometry. Source: the OMol25 dataset; level of theory: ωB97M-V/def2-TZVPD.

Element x y z (Å)
Ti: 2.2315 -1.2785 -3.8370
O: -0.1416 -2.0541 -1.5530
H: -0.8012 -2.3985 -0.9199
C: 4.2179 3.9981 -3.4323
C: 2.7720 3.7907 -2.8559
C: 2.0794 5.1379 -2.4468
O: 2.6013 5.6011 -1.2105
C: 2.1556 6.9344 -0.9240
N: 1.9229 3.0390 -3.7186
H: 4.8109 3.0929 -3.5628
H: 4.8446 4.6324 -2.8055
H: 4.2017 4.4367 -4.4300
H: 2.9540 3.1568 -1.9881
H: 1.0022 5.0971 -2.2857
H: 2.1978 5.9119 -3.2051
H: 2.5344 7.1741 0.0696
H: 1.0666 6.8907 -0.9087
H: 2.5765 7.6492 -1.6311
H: 1.4667 3.6748 -4.3571
H: 1.1167 2.7381 -3.1898
C: -4.8526 -0.2060 -1.1327
C: -4.2463 1.1090 -1.4215
C: -3.6570 1.8068 -0.1123
O: -4.6483 2.1346 0.8443
C: -4.1482 2.5849 2.1132
N: -3.0798 0.8722 -2.3194
H: -5.5338 -0.5699 -1.9019
H: -5.4188 -0.0778 -0.2101
H: -4.0468 -0.8643 -0.8078
H: -4.9559 1.7831 -1.9013
H: -3.1824 2.7591 -0.3492
H: -2.9325 1.1864 0.4152
H: -3.1831 2.1661 2.3982
H: -4.9656 2.4053 2.8115
H: -3.9411 3.6535 2.0562
H: -3.3778 0.2368 -3.0457
H: -2.4707 0.1618 -1.9393
C: 3.8744 -0.5250 3.6127
C: 2.6437 -0.1434 2.8015
C: 2.4430 1.3669 2.6116
O: 2.0201 1.9484 3.8616
C: 1.7810 3.2847 3.6970
N: 2.7569 -0.6923 1.5269
H: 4.7500 -0.5122 2.9637
H: 3.8409 -1.5214 4.0535
H: 3.9354 0.0527 4.5349
H: 1.7318 -0.5275 3.2588
H: 1.6315 1.4671 1.8908
H: 3.3878 1.7990 2.2819
H: 1.2426 3.5187 2.7786
H: 2.8047 3.6576 3.6644
H: 1.2811 3.7574 4.5425
H: 1.9404 -0.6388 0.9347
H: 2.7197 -1.6831 1.7192
C: -0.5492 -5.9583 1.9928
C: -0.1444 -6.6060 0.6180
C: -1.3320 -6.8239 -0.3590
O: -2.3756 -7.7893 0.0113
C: -3.5416 -7.8497 -0.8755
N: 0.7982 -5.7608 0.0140
H: -1.2417 -5.1345 1.8201
H: 0.2640 -5.4247 2.4848
H: -1.0226 -6.6441 2.6955
H: 0.3796 -7.5436 0.8038
H: -1.0097 -7.0735 -1.3699
H: -1.7986 -5.8409 -0.4240
H: -3.3762 -8.4158 -1.7922
H: -3.9012 -6.8609 -1.1601
H: -4.3869 -8.2448 -0.3120
H: 0.9901 -6.0745 -0.9266
H: 0.2938 -4.9298 -0.2601

Cartesian forces (eV/Å) of the 2 atoms listed first:
-1.08 -0.19 1.09
0.39 0.24 -0.35

## Properties
- lowest unoccupied orbital energy (spin up / spin down) (eV) = -1.9 / -1.7
- energy relative to the best compared isomer or geometry (same formula, charge and spin) (kcal/mol) = 176.2
- multiplicity = 4
- HOMO level (spin up / spin down) (eV) = -7.0 / -7.0
- Kohn-Sham gap (spin up / spin down) (eV) = 5.09 / 5.34

Which charges does Löwdin predict for the atoms? In e, they are:
1. Ti 0.853
2. O -0.651
3. H -0.181
4. C -0.056
5. C -0.418
6. C -0.203
7. O -0.206
8. C -0.092
9. N 0.019
10. H 0.062
11. H 0.073
12. H 0.068
13. H 0.133
14. H 0.117
15. H 0.119
16. H 0.088
17. H 0.085
18. H 0.087
19. H 0.072
20. H 0.074
21. C -0.087
22. C -0.404
23. C -0.188
24. O -0.216
25. C -0.094
26. N 0.014
27. H 0.085
28. H 0.073
29. H 0.087
30. H 0.133
31. H 0.115
32. H 0.117
33. H 0.080
34. H 0.088
35. H 0.077
36. H 0.056
37. H 0.046
38. C -0.054
39. C -0.493
40. C -0.175
41. O -0.189
42. C -0.155
43. N 0.021
44. H 0.080
45. H 0.071
46. H 0.076
47. H 0.140
48. H 0.122
49. H 0.130
50. H 0.084
51. H 0.088
52. H 0.089
53. H 0.075
54. H 0.084
55. C -0.046
56. C -0.454
57. C -0.173
58. O -0.204
59. C -0.095
60. N 0.024
61. H 0.068
62. H 0.067
63. H 0.070
64. H 0.133
65. H 0.115
66. H 0.114
67. H 0.077
68. H 0.075
69. H 0.078
70. H 0.070
71. H 0.062


(2)
C16H46N4O6Sr2 as an isolated structure at a distorted geometry. Source: the OMol25 dataset; level of theory: ωB97M-V/def2-TZVPD.

Element x y z (Å)
Sr: 1.2600 -2.6761 -1.9272
Sr: 2.7314 0.4471 -1.9682
O: 3.4391 -1.8783 -1.3425
H: 3.5884 -2.2621 -0.4713
O: 0.8718 -0.6387 -0.6844
H: 0.3389 0.0309 -0.2412
C: -1.4733 -0.0699 3.0493
C: -1.1957 -1.5746 3.1041
C: -2.4507 -2.3199 3.5713
O: -2.9532 -1.7399 4.7390
C: -3.1345 -2.6569 5.8083
N: -0.7565 -2.1288 1.8445
H: -0.6023 0.4624 2.6444
H: -1.7460 0.3366 4.0192
H: -2.3024 0.1465 2.3617
H: -0.5198 -1.7453 3.9540
H: -2.1609 -3.3701 3.7080
H: -3.2234 -2.2862 2.7847
H: -3.9027 -3.3958 5.5432
H: -3.5207 -2.1140 6.6645
H: -2.1997 -3.1772 6.0245
H: -1.5794 -2.4054 1.3122
H: -0.2766 -1.4704 1.2484
C: -4.8298 -1.4630 -0.3005
C: -3.6261 -1.6092 -1.2031
C: -2.9518 -0.2685 -1.4661
O: -3.7684 0.5564 -2.2508
C: -3.4962 0.5193 -3.6244
N: -2.6619 -2.5699 -0.5756
H: -5.5575 -2.2750 -0.3382
H: -5.4322 -0.5991 -0.6032
H: -4.5496 -1.2865 0.7405
H: -3.9762 -2.0646 -2.1378
H: -1.9987 -0.4710 -1.9928
H: -2.7560 0.1987 -0.4974
H: -4.0152 1.3359 -4.1149
H: -3.8047 -0.4380 -4.0652
H: -2.4183 0.6284 -3.8357
H: -3.0278 -3.5034 -0.7544
H: -1.8148 -2.5396 -1.1517
C: 0.4012 2.1242 -5.9136
C: 1.1498 2.3976 -4.6039
C: 0.1888 2.2633 -3.4476
O: 0.9104 2.3081 -2.2103
C: 0.0639 2.5268 -1.0757
N: 2.3307 1.5015 -4.4955
H: -0.4131 2.8374 -6.0393
H: 0.0570 1.0883 -5.9218
H: 1.0716 2.2763 -6.7588
H: 1.4814 3.4339 -4.6705
H: -0.4211 1.3445 -3.4743
H: -0.5070 3.1058 -3.4607
H: -0.6689 1.7166 -1.0161
H: -0.4168 3.5029 -1.1109
H: 0.6930 2.4921 -0.1849
H: 1.9642 0.5518 -4.4443
H: 2.9306 1.5539 -5.3100
C: 2.8116 0.5441 2.9463
C: 3.2842 1.4020 1.7779
C: 4.6052 2.1134 2.0878
O: 5.4541 1.4992 3.0107
C: 6.1332 0.3580 2.5252
N: 3.4075 0.5638 0.5275
H: 3.5709 -0.1725 3.2570
H: 1.8517 0.0464 2.7996
H: 2.6736 1.1864 3.8223
H: 2.5600 2.2104 1.6526
H: 4.3139 3.0572 2.5561
H: 5.1477 2.3860 1.1707
H: 5.4463 -0.4643 2.2847
H: 6.7753 0.0228 3.3321
H: 6.6841 0.6293 1.6171
H: 4.2759 0.0436 0.6086
H: 2.6424 -0.1156 0.5867

Cartesian forces (eV/Å) of the 2 atoms listed first:
0.15 0.29 1.65
0.68 0.84 1.14

## Properties
- total charge = +2
- lowest unoccupied orbital energy (eV) = -7.7
- energy relative to the best compared isomer or geometry (same formula, charge and spin) (kcal/mol) = 38.4
- multiplicity = 1
- HOMO level (eV) = -13.1
- Kohn-Sham gap (eV) = 5.38

Which charges does Löwdin predict for the atoms? In e, they are:
1. Sr 1.641
2. Sr 1.549
3. O -0.680
4. H -0.041
5. O -0.659
6. H -0.056
7. C -0.051
8. C -0.440
9. C -0.233
10. O -0.186
11. C -0.083
12. N 0.047
13. H 0.053
14. H 0.082
15. H 0.075
16. H 0.140
17. H 0.128
18. H 0.121
19. H 0.093
20. H 0.092
21. H 0.091
22. H 0.022
23. H 0.009
24. C -0.044
25. C -0.409
26. C -0.221
27. O -0.156
28. C -0.094
29. N 0.039
30. H 0.088
31. H 0.091
32. H 0.077
33. H 0.138
34. H 0.097
35. H 0.131
36. H 0.101
37. H 0.096
38. H 0.058
39. H 0.093
40. H 0.025
41. C -0.040
42. C -0.401
43. C -0.184
44. O -0.321
45. C -0.054
46. N -0.020
47. H 0.097
48. H 0.084
49. H 0.091
50. H 0.157
51. H 0.114
52. H 0.151
53. H 0.080
54. H 0.115
55. H 0.092
56. H 0.045
57. H 0.102
58. C -0.033
59. C -0.372
60. C -0.209
61. O -0.167
62. C -0.088
63. N -0.065
64. H 0.079
65. H 0.067
66. H 0.105
67. H 0.126
68. H 0.137
69. H 0.131
70. H 0.070
71. H 0.104
72. H 0.098
73. H 0.060
74. H 0.026


(3)
C16H48As2F30N4O4P3 as an isolated structure at a distorted geometry. Source: the OMol25 dataset; level of theory: ωB97M-V/def2-TZVPD.

Element x y z (Å)
C: -6.7340 -1.4941 -0.6663
C: -5.5296 -1.4260 -1.6495
C: -5.5828 -0.2514 -2.6069
O: -4.8660 -0.4570 -3.8047
C: -5.1208 0.6542 -4.6481
N: -4.3074 -1.1588 -0.7591
H: -4.1438 -1.9869 -0.1095
H: -3.4826 -1.0617 -1.3620
H: -4.5309 -0.3633 -0.0818
H: -6.6226 -2.2554 0.1117
H: -7.6215 -1.6947 -1.2866
H: -6.8118 -0.4968 -0.1848
H: -5.2900 -2.2893 -2.2018
H: -5.3523 0.7236 -2.0897
H: -6.6703 -0.0957 -2.9300
H: -4.9565 1.6679 -4.2210
H: -6.1708 0.4888 -4.9630
H: -4.5218 0.5477 -5.5688
C: 0.1768 -1.8406 -2.0390
C: 1.0249 -2.8925 -1.4526
C: 2.4614 -2.4156 -1.2298
O: 3.1816 -3.5298 -0.7523
C: 4.3968 -3.0291 -0.1098
N: 0.5058 -3.3824 -0.1082
H: 0.6232 -2.6283 0.6542
H: -0.5530 -3.6045 -0.2132
H: 1.0752 -4.1997 0.1594
H: 0.4237 -1.5089 -3.0790
H: 0.0682 -0.9543 -1.4787
H: -0.8470 -2.2704 -2.0797
H: 1.0791 -3.7462 -2.1258
H: 2.4030 -1.5923 -0.4439
H: 2.8520 -1.9716 -2.1100
H: 4.8465 -3.7021 0.6106
H: 4.2167 -2.0891 0.4532
H: 5.1453 -2.8761 -0.8813
C: 1.1383 5.3490 -0.6402
C: 1.4229 4.4988 -1.8487
C: 2.8058 4.8928 -2.3465
O: 3.2473 3.9998 -3.4353
C: 4.6352 3.6638 -3.4771
N: 1.2636 3.0259 -1.5950
H: 2.0693 2.6994 -1.0078
H: 0.3248 2.6666 -1.2268
H: 1.4753 2.6759 -2.4921
H: 1.9648 5.3626 0.0374
H: 0.2011 4.9647 -0.2323
H: 0.9184 6.3334 -1.0591
H: 0.7992 4.7935 -2.6805
H: 3.5876 4.7760 -1.5872
H: 2.7121 5.9161 -2.7741
H: 5.2127 4.5582 -3.9040
H: 4.7442 2.8496 -4.2337
H: 4.9147 3.3173 -2.4487
C: 0.1862 1.4556 5.3464
C: 1.0633 1.2491 4.0731
C: 2.5193 1.4063 4.3341
O: 2.9541 0.4143 5.2194
C: 4.2452 -0.0999 4.8752
N: 0.7962 -0.1132 3.4532
H: 1.2431 -0.1298 2.5501
H: 1.2292 -0.9090 3.9288
H: -0.2045 -0.2693 3.3858
H: 0.3141 0.5152 5.9189
H: -0.9472 1.6026 5.2110
H: 0.5817 2.2831 5.9830
H: 0.7781 1.9606 3.3027
H: 2.7116 2.4123 4.7332
H: 3.0159 1.3170 3.4012
H: 4.3250 -1.0666 5.4098
H: 4.9945 0.6390 5.2125
H: 4.3924 -0.2547 3.7599
As: 2.0543 -3.6787 3.1197
F: 2.3333 -4.6754 1.7040
F: 0.3624 -3.9334 2.9776
F: 1.9096 -2.6416 4.5197
F: 3.6921 -3.1782 3.1061
F: 1.8504 -2.2476 2.0407
F: 2.2567 -4.9833 4.1318
As: -2.0303 1.8836 -2.5717
F: -2.0607 1.7154 -4.2536
F: -3.5771 2.6468 -2.6728
F: -1.9571 1.9733 -0.9086
F: -0.3504 1.2782 -2.6516
F: -1.3151 3.5349 -2.7228
F: -2.4487 0.2137 -2.4247
P: 4.1069 1.4252 0.5234
F: 3.4730 0.6903 -0.7725
F: 3.8148 2.8403 -0.1858
F: 2.5502 1.4991 1.1509
F: 4.5020 2.1579 1.9098
F: 4.3004 -0.0493 1.2121
F: 5.6038 1.4154 -0.1312
P: -3.0005 0.4909 2.3703
F: -2.5872 1.9493 2.7516
F: -4.3073 0.7791 3.2586
F: -3.8765 0.9975 1.0740
F: -3.5756 -0.9413 1.9288
F: -1.7216 0.3235 1.4439
F: -2.1837 -0.1537 3.6142
P: -2.9025 -4.4572 -1.6782
F: -3.0963 -3.0569 -2.5711
F: -1.3311 -4.5041 -2.0799
F: -2.4219 -3.3941 -0.3972
F: -2.6533 -5.7688 -0.7000
F: -4.4485 -4.3459 -1.1470
F: -3.3649 -5.3786 -2.8672

Cartesian forces (eV/Å) of the 2 atoms listed first:
0.40 0.48 -1.22
0.69 1.68 1.82

## Properties
- total charge = -1
- lowest unoccupied orbital energy (eV) = 2.1
- multiplicity = 1
- HOMO level (eV) = -8.0
- Kohn-Sham gap (eV) = 10.19

These are the Löwdin partial charges, in e, on atoms 1 to 99:
1. C -0.020
2. C -0.292
3. C -0.229
4. O -0.176
5. C -0.120
6. N 0.184
7. H 0.142
8. H 0.107
9. H 0.135
10. H 0.086
11. H 0.086
12. H 0.096
13. H 0.110
14. H 0.141
15. H 0.139
16. H 0.083
17. H 0.087
18. H 0.096
19. C -0.057
20. C -0.335
21. C -0.215
22. O -0.179
23. C -0.069
24. N 0.209
25. H 0.152
26. H 0.144
27. H 0.128
28. H 0.120
29. H 0.058
30. H 0.061
31. H 0.149
32. H 0.125
33. H 0.121
34. H 0.077
35. H 0.064
36. H 0.082
37. C -0.027
38. C -0.348
39. C -0.152
40. O -0.226
41. C -0.095
42. N 0.227
43. H 0.125
44. H 0.156
45. H 0.116
46. H 0.081
47. H 0.096
48. H 0.095
49. H 0.138
50. H 0.111
51. H 0.145
52. H 0.103
53. H 0.095
54. H 0.084
55. C -0.029
56. C -0.292
57. C -0.229
58. O -0.181
59. C -0.073
60. N 0.244
61. H 0.122
62. H 0.111
63. H 0.116
64. H 0.087
65. H 0.098
66. H 0.089
67. H 0.147
68. H 0.146
69. H 0.068
70. H 0.095
71. H 0.090
72. H 0.095
73. As 0.716
74. F -0.238
75. F -0.221
76. F -0.250
77. F -0.230
78. F -0.284
79. F -0.189
80. As 0.721
81. F -0.215
82. F -0.230
83. F -0.197
84. F -0.280
85. F -0.278
86. F -0.222
87. P 0.229
88. F -0.160
89. F -0.168
90. F -0.208
91. F -0.149
92. F -0.168
93. F -0.146
94. P 0.092
95. F -0.119
96. F -0.150
97. F -0.198
98. F -0.153
99. F -0.140


(4)
C16H48BO8V as an isolated structure at a distorted geometry. Source: the OMol25 dataset; level of theory: ωB97M-V/def2-TZVPD.

Element x y z (Å)
O: -1.9236 2.9212 1.5094
V: -1.8980 1.5372 0.8265
O: -3.3233 1.2243 0.2600
B: 0.0492 0.1591 0.6239
H: -0.7906 -0.0117 -0.0316
H: 0.9449 -0.1362 0.0998
H: 0.1752 1.2225 0.7567
H: -0.0630 -0.3542 1.5663
C: 1.6785 4.1569 2.4540
O: 0.4906 4.3387 3.1268
H: 2.0311 5.1507 2.1778
H: 2.3885 3.6402 3.0998
H: 1.4315 3.4909 1.6273
H: 0.6707 4.7191 3.9896
C: 0.6202 -3.7682 -1.9324
C: -0.3404 -2.5868 -2.0869
C: -1.5603 -2.8757 -3.0200
O: -0.7988 -2.3716 -0.7719
H: 1.2537 -3.9048 -2.8088
H: 0.0744 -4.6744 -1.6694
H: 1.2361 -3.7203 -1.0343
H: 0.2959 -1.7194 -2.2622
H: -1.8282 -3.9282 -2.9279
H: -1.1708 -2.6892 -4.0208
H: -2.3941 -2.1807 -2.9208
H: -0.4813 -1.5849 -0.3225
C: 3.7062 -2.8971 1.8036
C: 2.1695 -2.5244 1.8403
C: 1.3246 -3.6183 2.4203
O: 2.0157 -1.2920 2.4693
H: 4.2837 -2.2936 1.1033
H: 4.0262 -3.9390 1.8011
H: 4.1429 -2.6918 2.7809
H: 1.9046 -2.4111 0.7890
H: 1.5295 -4.5001 1.8133
H: 0.2679 -3.4851 2.1885
H: 1.5036 -3.8605 3.4679
H: 1.5651 -0.7189 1.8448
C: -1.7643 1.3823 -3.2618
C: -1.7031 2.7177 -2.5315
C: -3.0798 3.4024 -2.6103
O: -1.2446 2.4376 -1.1951
H: -2.0295 1.6115 -4.2939
H: -2.5182 0.8248 -2.7061
H: -0.8104 0.8557 -3.2904
H: -1.0545 3.4102 -3.0681
H: -3.1968 4.3595 -2.1020
H: -3.9598 2.8482 -2.2836
H: -3.1635 3.7425 -3.6425
H: -0.3027 2.3540 -1.3606
C: 3.1401 0.3345 -2.8988
C: 2.5024 1.6765 -2.4340
C: 2.0645 2.6225 -3.4948
O: 1.4117 1.4021 -1.5522
H: 3.8247 -0.0117 -2.1245
H: 3.7567 0.5148 -3.7794
H: 2.4560 -0.5034 -3.0339
H: 3.2835 2.2404 -1.9241
H: 1.2574 2.2724 -4.1383
H: 2.9248 2.7718 -4.1472
H: 1.7599 3.5345 -2.9815
H: 1.6799 0.8214 -0.8364
C: -3.9168 -0.5454 3.5068
C: -2.4979 -0.3618 3.9830
C: -1.6708 -1.6701 4.0088
O: -1.8565 0.4619 3.0320
H: -4.0668 -0.2487 2.4688
H: -4.6028 -0.0188 4.1703
H: -4.1536 -1.6082 3.5576
H: -2.4041 0.0444 4.9901
H: -1.5219 -2.1394 3.0364
H: -2.1290 -2.4143 4.6602
H: -0.6955 -1.3563 4.3809
H: -0.9265 0.4115 3.2650

Cartesian forces (eV/Å) of the 2 atoms listed first:
0.84 4.14 2.43
2.55 -1.57 -0.83

## Properties
- total charge = -1
- lowest unoccupied orbital energy (spin up / spin down) (eV) = 2.7 / 2.7
- multiplicity = 2
- HOMO level (spin up / spin down) (eV) = -2.3 / -4.6
- Kohn-Sham gap (spin up / spin down) (eV) = 4.95 / 7.28

Which charges does Löwdin predict for the atoms? In e, they are:
1. O -0.450
2. V 0.624
3. O -0.492
4. B -0.411
5. H -0.006
6. H -0.006
7. H -0.006
8. H -0.012
9. C -0.187
10. O -0.117
11. H 0.073
12. H 0.073
13. H 0.079
14. H 0.071
15. C -0.065
16. C -0.461
17. C -0.030
18. O -0.080
19. H 0.071
20. H 0.073
21. H 0.057
22. H 0.122
23. H 0.069
24. H 0.064
25. H 0.074
26. H 0.006
27. C -0.050
28. C -0.499
29. C -0.056
30. O -0.053
31. H 0.064
32. H 0.060
33. H 0.062
34. H 0.112
35. H 0.072
36. H 0.068
37. H 0.083
38. H 0.014
39. C -0.049
40. C -0.437
41. C -0.053
42. O -0.100
43. H 0.075
44. H 0.089
45. H 0.066
46. H 0.123
47. H 0.076
48. H 0.081
49. H 0.068
50. H 0.055
51. C -0.034
52. C -0.470
53. C -0.063
54. O -0.081
55. H 0.069
56. H 0.068
57. H 0.068
58. H 0.129
59. H 0.079
60. H 0.079
61. H 0.088
62. H 0.037
63. C -0.032
64. C -0.453
65. C -0.050
66. O -0.098
67. H 0.075
68. H 0.074
69. H 0.071
70. H 0.131
71. H 0.078
72. H 0.074
73. H 0.077
74. H 0.081